Record 1
96
Properties=species:S:1:pos:R:3:forces:R:3:lowdin_charge:R:1 method="wB97M-V/def2-TZVPD" charge=+1 spin_multiplicity=2 relative_energy_kcal_mol=6.0 s_squared=0.762 orbital_gap_ev="5.79 / 7.15" e_homo_ha="-0.3135 / -0.3766"
H 1.2240 -2.4908 -2.5574 -0.144 -0.694 0.046 0.038
C -2.8619 -0.1018 3.1356 0.034 0.088 -0.108 -0.031
H -0.8281 2.3687 1.9244 -0.007 -0.029 0.026 0.046
H 0.7189 4.2874 1.8729 -0.001 0.007 0.029 0.127
H -2.9096 -0.6343 5.1872 -0.006 0.025 -0.038 0.122
C -0.8262 3.0380 1.0661 -0.053 0.009 -0.051 -0.274
H 7.1324 0.7770 -1.0554 -0.025 -0.029 -0.003 0.107
Sn -0.4230 0.0091 -0.0613 0.008 -0.196 -0.143 1.070
C -2.8198 -3.5676 0.8526 -0.011 0.012 0.042 -0.095
H 6.2818 -3.3390 -1.8797 -0.019 0.033 0.008 0.109
H -1.6144 -5.9987 0.4877 -0.016 -0.022 -0.023 0.058
C 2.2040 -0.0140 1.9941 0.020 -0.116 -0.094 -0.818
C -4.0920 2.2286 3.8471 -0.017 0.020 0.017 -0.032
H 0.2715 6.2038 0.4278 0.023 0.046 -0.007 0.124
H 0.2237 -5.9580 -1.3586 -0.054 0.035 -0.026 0.087
C -0.5351 -5.3979 -1.9140 0.029 -0.010 -0.052 -0.090
N -3.1411 0.8202 2.1874 -0.078 -0.107 -0.244 -0.205
H 1.2330 1.6629 -1.8739 -0.015 -0.017 -0.061 0.058
C 4.5796 -2.0534 -1.6507 -0.015 -0.051 0.025 -0.041
H -0.1009 -3.7686 2.9943 -0.042 0.033 -0.008 0.084
H -0.9200 4.8521 2.2265 0.007 0.011 0.009 0.120
H -3.1368 -4.0890 -0.0532 0.001 0.008 0.003 0.070
C -3.1612 0.1270 4.4610 -0.012 0.004 0.004 -0.023
H 2.2260 5.3480 -3.6405 0.014 -0.001 0.017 0.122
C 0.8597 5.3914 -1.9872 0.028 -0.072 0.074 -0.143
C -0.3124 -3.8810 -1.8427 -0.031 0.069 -0.046 -0.637
H 4.0101 -0.0400 2.9253 0.011 -0.018 -0.005 0.109
H 1.8492 -4.5673 0.6720 -0.005 0.080 -0.003 0.048
C -3.7691 1.9656 2.5335 0.048 -0.053 -0.064 -0.017
H 3.6380 -0.9713 -3.8719 -0.013 0.007 -0.030 0.122
C -1.0408 -3.3595 2.6143 -0.017 -0.095 0.110 -0.125
C -0.1003 -0.3237 -3.7244 0.090 0.086 0.023 -0.138
C 4.1334 -0.7645 -1.3833 -0.036 0.073 -0.027 -0.205
H -4.5971 3.1562 4.0814 0.027 -0.034 -0.019 0.118
N 3.0194 0.0603 3.0657 -0.080 0.021 -0.026 0.087
H -1.8849 -5.8052 2.2151 0.046 0.020 -0.048 0.092
C 0.9981 -3.5607 -2.5750 -0.018 0.028 0.022 -0.100
C 5.0588 0.2541 -1.1690 -0.058 -0.016 -0.023 -0.031
C 0.4560 -0.6142 -4.9609 -0.061 0.024 0.022 -0.029
H -4.0245 1.5031 5.8715 0.009 -0.003 -0.037 0.116
H -3.9995 2.6221 1.7101 0.038 -0.013 -0.042 0.136
H -2.4366 -3.4085 -2.1176 0.006 -0.009 0.020 0.072
C 1.9284 -0.5254 -2.6501 0.215 0.420 -0.036 -0.278
C 1.6076 -3.4994 0.5924 0.113 0.004 0.008 -0.182
H 2.6384 0.0999 3.9918 0.006 0.005 0.016 0.084
H 0.9148 -3.8678 -3.6243 0.007 0.008 0.023 0.098
H -1.8287 -3.6279 3.3317 0.072 0.018 -0.059 0.093
N 2.8080 -0.1752 0.8455 0.015 0.145 -0.003 0.019
N -0.0263 2.4224 0.0108 0.045 -0.043 -0.059 -0.058
C 2.0327 4.7819 -2.7295 -0.016 -0.007 0.045 -0.155
H 0.0084 5.5119 -2.6662 -0.046 0.009 -0.001 0.132
Si -0.1390 -3.2571 -0.0450 -0.014 0.162 0.184 0.756
C 5.9406 -2.3301 -1.6826 0.000 0.004 -0.008 -0.064
H 2.9264 4.8157 -2.1029 -0.010 0.012 -0.019 0.125
H -1.4972 -3.4638 -3.6106 -0.004 0.009 0.032 0.093
C -1.4678 -3.1644 -2.5557 0.029 0.015 -0.022 -0.097
H 1.1196 6.3815 -1.6157 -0.003 0.036 0.034 0.123
H -0.4782 -5.7173 -2.9618 0.007 0.005 0.047 0.090
C 1.8208 -0.8417 -5.0203 0.091 -0.021 0.029 -0.028
C 1.6979 3.3436 -3.0583 0.009 -0.016 0.089 -0.176
N 1.3312 2.6626 -1.8260 -0.098 -0.037 -0.003 0.086
S 0.4991 0.0667 2.3465 -0.013 0.031 -0.028 0.587
C 6.4164 -0.0192 -1.2185 0.002 -0.032 0.003 -0.068
H 2.3472 -3.0322 -0.0640 -0.071 -0.067 0.112 0.001
O -2.8283 0.5949 0.9266 0.061 0.047 0.659 -0.274
H -2.4010 -1.0046 2.7678 -0.025 0.041 -0.020 0.093
C 2.6687 -0.4781 -1.3611 0.073 -0.039 -0.017 -0.199
H -0.1626 -0.6456 -5.8481 0.014 -0.009 0.047 0.115
H -2.9371 -2.4931 0.6705 0.011 -0.037 0.056 0.066
H 1.7164 -3.0501 1.5834 0.007 -0.047 -0.064 0.026
H 1.8459 -4.0986 -2.1393 -0.064 0.012 -0.045 0.078
C -1.3833 -3.9418 1.2399 -0.002 -0.070 -0.123 -0.651
H -1.1614 -0.1187 -3.6174 0.052 0.019 -0.033 0.121
N 2.0316 -0.2016 -0.2699 -0.073 -0.099 -0.033 -0.042
H -1.8606 3.1396 0.7254 -0.069 -0.024 0.001 0.104
H 0.8883 3.3059 -3.7961 -0.035 -0.018 -0.008 0.123
H 2.5591 2.8303 -3.4839 0.019 -0.039 -0.008 0.121
C 6.8594 -1.3137 -1.4681 -0.020 0.036 -0.008 -0.075
H -1.3489 -2.0773 -2.5171 -0.080 -0.226 0.049 0.028
C -0.2490 5.2668 0.2296 0.013 -0.009 -0.047 -0.150
C -0.2883 4.3959 1.4641 0.054 -0.034 -0.019 -0.149
N 0.6172 -0.2784 -2.6065 -0.064 0.337 0.013 -0.012
H 4.7074 1.2566 -0.9553 0.007 -0.018 0.011 0.116
H -0.2393 -5.7885 1.5778 -0.068 0.025 -0.011 0.081
H -3.5131 -3.8575 1.6527 0.046 0.022 -0.060 0.089
C 0.5460 3.2177 -0.8572 0.086 0.139 -0.054 -0.356
H -1.5173 -5.6881 -1.5432 -0.012 0.010 0.002 0.068
C -3.7793 1.3095 4.8361 -0.002 -0.023 0.005 -0.050
H -1.2652 5.5179 -0.0944 -0.020 0.000 -0.028 0.131
C -1.2668 -5.4719 1.3717 -0.010 0.031 0.068 -0.090
H 2.3009 -1.0597 -5.9665 -0.012 0.013 0.038 0.120
C 2.5726 -0.7931 -3.8562 0.076 0.070 -0.002 0.008
H -0.9293 -2.2786 2.6050 0.043 0.081 -0.016 -0.007
N 0.4721 4.5786 -0.8342 0.013 -0.050 -0.011 -0.032
H 3.8596 -2.8462 -1.8306 0.063 0.042 0.004 0.103
H 7.9203 -1.5273 -1.4988 -0.025 0.008 0.002 0.107

***

Record 2
14
Properties=species:S:1:pos:R:3:forces:R:3:lowdin_charge:R:1 method="wB97M-V/def2-TZVPD" charge=+1 spin_multiplicity=3 relative_energy_kcal_mol=146.5 s_squared=2.007 orbital_gap_ev="6.66 / 9.29" e_homo_ha="-0.3975 / -0.5907"
H -0.5866 3.1137 2.4506 -3.212 1.373 1.889 0.059
H -0.4560 -2.9013 -0.2876 0.029 0.367 0.160 0.083
H 2.3035 2.8127 1.1293 1.869 0.581 -1.354 0.085
N 0.6703 1.2427 1.6057 0.162 4.590 1.112 0.078
H -0.7318 -0.3514 -2.1358 -0.033 -0.864 0.764 0.175
C 1.4280 2.4860 1.5358 2.963 -2.770 -0.169 -0.012
C 0.2032 2.7126 2.0114 -1.333 -2.916 -0.705 0.142
C -0.1999 -0.1049 -0.2317 0.925 3.167 3.054 0.092
H 0.9512 -2.5082 -1.3330 -2.683 0.613 -0.316 0.142
H -0.8579 -2.8469 -1.9199 0.316 -0.624 -1.011 0.070
H -1.8618 -1.0792 -0.9608 -0.334 0.490 0.311 0.146
C -0.2213 -2.3661 -1.2122 2.026 -0.223 0.773 -0.058
C -0.8084 -0.9268 -1.1605 0.139 -1.223 -2.575 -0.173
N 0.1675 0.7170 0.5088 -0.832 -2.562 -1.934 0.172

***

Record 3
11
Properties=species:S:1:pos:R:3:forces:R:3:lowdin_charge:R:1 method="wB97M-V/def2-TZVPD" relative_energy_kcal_mol=92.0 orbital_gap_ev=9.27 e_homo_ha=-0.3914
O 1.0547 1.2841 1.9405 -1.715 -2.320 -5.548 0.085
C 1.0115 -0.6655 0.2973 0.904 -0.026 -5.239 0.027
C -0.6642 1.2317 0.2310 -0.227 0.586 -1.147 -0.427
H 1.9766 -1.0120 -0.4124 -1.793 1.859 2.465 0.187
C -0.0957 -0.7475 -0.9187 0.476 -2.824 -0.315 -0.468
H -2.3927 -0.3086 -0.7934 5.212 2.440 0.235 0.378
N -1.0309 0.1899 -0.6269 -6.350 -1.029 -0.354 0.117
H 0.8992 -1.5161 0.9544 -0.417 0.167 0.486 0.105
C 0.6288 0.7631 0.8392 3.207 0.248 6.306 -0.200
O -1.1838 2.3028 0.3724 -0.076 -0.867 0.259 0.148
O -0.2035 -1.5219 -1.8834 0.780 1.765 2.851 0.048

***

Record 4
46
Properties=species:S:1:pos:R:3:forces:R:3:lowdin_charge:R:1 method="wB97M-V/def2-TZVPD" charge=+1 relative_energy_kcal_mol=7.6 orbital_gap_ev=8.14 e_homo_ha=-0.4109
H -0.0480 -3.7642 -6.5101 0.042 -0.116 -0.129 0.107
C -3.8218 3.6716 0.3541 0.261 -0.273 -0.088 -0.671
C -0.2886 -3.0018 -5.7883 -0.015 -0.037 -0.145 -0.072
C -1.1401 -0.8246 -5.2709 -0.064 0.077 0.033 -0.068
C -0.0457 -3.2315 -4.4453 -0.037 0.037 0.134 -0.042
N -2.3187 -0.6364 2.7551 -0.228 -0.194 -0.059 0.144
H 0.4255 -3.4393 -1.8846 -0.223 0.095 0.014 0.134
H 2.2435 2.2694 1.0423 -0.040 0.162 0.082 0.098
C 1.8747 -1.1972 -1.7196 -0.343 -0.354 -0.189 0.007
C -3.2521 1.9801 -1.2589 0.216 0.017 0.328 -0.573
C -2.1960 1.5453 -0.4490 0.173 0.075 0.237 -0.373
C 2.5209 -0.1300 -1.0873 0.739 0.653 0.239 -0.270
Al 0.0522 -0.1060 -0.1443 0.803 -0.461 0.383 -0.120
Cl -0.5237 1.7943 1.5715 0.287 0.328 0.692 0.902
H -3.6672 -2.1689 1.1907 0.111 -0.010 -0.016 0.139
N 1.7705 0.6186 -0.1845 -0.239 -0.362 -0.237 -0.001
C 3.8156 0.3898 -1.1382 -0.367 -0.284 -0.103 0.007
H -1.6614 -0.1562 3.3511 -0.079 0.005 -0.123 0.102
C -1.9477 2.2638 0.7246 -0.667 0.204 -0.487 -0.524
H -1.0826 -2.5449 -1.5154 0.216 -0.173 -0.093 0.108
H 4.6937 2.0901 -0.0387 0.130 0.121 0.046 0.106
O -1.4113 0.5107 -0.7449 -0.822 0.126 -0.765 -0.083
C -4.0523 3.0399 -0.8602 0.084 -0.033 0.130 -0.109
C -1.8477 -1.4650 1.8341 -0.161 0.056 0.236 -0.823
S -0.1460 -1.6189 1.6324 0.345 -0.070 0.005 0.840
C -0.8373 -1.8020 -6.2045 0.060 -0.056 -0.056 -0.074
H -2.2600 -2.8578 0.4419 -0.071 0.133 0.103 0.109
N -2.6611 -2.1992 1.0939 -0.263 -0.003 -0.004 0.158
H -3.3068 -0.5324 2.9404 0.090 -0.015 0.006 0.139
Cl -4.8605 4.9439 0.8626 -0.092 0.150 0.050 0.719
C -0.1157 -2.4966 -2.0363 -0.227 -0.187 -0.185 -0.136
C -0.3581 -2.2588 -3.5086 0.017 -0.081 0.076 -0.221
Cl -3.5367 1.2138 -2.7708 -0.024 -0.122 -0.037 0.773
H 2.4046 -1.8275 -2.4281 -0.017 -0.054 -0.035 0.164
H -1.1477 -0.2955 -3.1933 -0.032 0.064 -0.009 0.069
C 3.8526 1.4614 -0.2534 -0.016 0.085 0.093 -0.051
C 2.5907 1.5676 0.3075 -0.074 -0.033 0.036 -0.105
H -1.0208 -1.6272 -7.2538 -0.021 0.016 -0.077 0.108
C -0.9054 -1.0520 -3.9274 0.021 0.003 0.041 -0.046
H -1.5663 0.1126 -5.5940 -0.045 0.120 -0.009 0.106
H -2.5584 3.8229 2.0808 0.092 0.035 0.062 0.115
C -2.7492 3.3004 1.1570 -0.150 0.093 -0.089 -0.105
H -4.8513 3.3725 -1.5019 -0.120 0.010 -0.046 0.113
N 0.6222 -1.4079 -1.4240 0.485 0.484 0.078 -0.026
H 0.3781 -4.1731 -4.1275 0.064 -0.105 0.041 0.112
H 4.6189 0.0308 -1.7485 0.198 -0.128 -0.163 0.116

***

Record 5
13
Properties=species:S:1:pos:R:3:forces:R:3:lowdin_charge:R:1 method="wB97M-V/def2-TZVPD" relative_energy_kcal_mol=6.4 smiles=CCCSS orbital_gap_ev=8.88 e_homo_ha=-0.3049
H 2.4331 0.3398 -1.2406 -0.091 -0.039 -0.046 0.070
H 0.2399 1.3520 -1.1137 -0.027 0.016 -0.080 0.101
C -0.8498 -0.3265 -0.3348 0.732 0.367 -0.551 -0.623
H -0.6209 -1.3200 0.0555 -0.195 0.091 0.245 0.066
H 2.0752 -0.7748 0.0666 -0.011 -0.025 0.124 0.072
C 1.6464 -0.2742 -0.7997 -0.074 -0.133 0.024 -0.114
H 0.5504 1.0084 0.5630 0.178 0.054 0.096 0.086
C 0.4154 0.5391 -0.4099 -0.092 -0.085 0.343 -0.338
H -2.0805 0.8294 3.0829 0.167 0.127 0.123 -0.203
H -1.1899 -0.4794 -1.3579 -0.327 -0.096 -0.020 0.071
S -2.1983 0.4697 0.5612 -0.323 -0.263 -0.443 0.424
H 1.3680 -1.0685 -1.4973 0.129 0.134 -0.184 0.071
S -1.7889 -0.2950 2.4245 -0.066 -0.146 0.369 0.318

***

Record 6
14
Properties=species:S:1:pos:R:3:forces:R:3:lowdin_charge:R:1 method="wB97M-V/def2-TZVPD" relative_energy_kcal_mol=31.0 smiles="CS[C@H](C=S)OC=S" orbital_gap_ev=8.31 e_homo_ha=-0.3354
C 1.8127 -0.1823 2.1199 0.300 0.970 0.121 -0.379
H -1.0304 0.8135 -1.8177 0.925 0.073 0.141 0.096
H 0.2720 -1.9013 0.3334 -0.863 0.529 0.066 0.085
C 0.0888 0.8599 -1.7386 -0.901 -0.242 0.193 -0.753
C -0.4018 0.2008 0.4851 -0.022 -0.248 0.079 -0.717
S -2.1181 -1.9409 0.3277 -0.131 -0.069 0.003 0.744
S 1.0323 1.2054 -2.9836 0.073 0.062 -0.073 0.715
H 1.6993 -1.2344 2.2644 -0.027 -0.642 0.119 0.023
H 2.3717 0.0413 1.2122 -0.103 -0.068 -0.013 0.044
S 0.2212 0.6809 2.1116 -0.009 -0.108 -0.187 0.900
C -0.6651 -1.2836 0.3845 1.103 -0.207 -0.013 -0.691
O 0.5590 0.5734 -0.5118 -0.061 0.115 -0.267 -0.204
H -1.3356 0.7440 0.3476 -0.051 0.073 0.021 0.093
H 2.3755 0.2543 2.9575 -0.233 -0.239 -0.190 0.042

***

Record 7
27
Properties=species:S:1:pos:R:3:forces:R:3:lowdin_charge:R:1 method="wB97M-V/def2-TZVPD" charge=+1 relative_energy_kcal_mol=121.7 smiles="[H]/N=N/[N+](C)(C)NC(C)(C)C" orbital_gap_ev="7.94 / 7.96" e_homo_ha="-0.5096 / -0.5096"
C -1.5898 -1.3330 1.2357 0.789 -0.731 -0.016 -0.042
H -2.3181 1.3424 0.8653 0.850 0.338 0.772 0.104
H 1.6488 2.6251 0.5963 -0.094 -1.279 -0.789 0.123
H 0.8675 -2.0705 -1.8655 -0.848 1.112 0.036 0.118
H 1.3868 1.2398 -2.6848 1.109 1.150 -0.882 0.083
H 1.4633 0.3367 1.4623 -1.013 -0.589 1.004 0.056
H -0.1097 1.8538 -2.0758 -1.421 2.409 1.373 0.052
N 0.7369 0.1150 -1.2515 -3.357 -0.448 -0.015 -0.343
H -1.0561 -2.2827 0.9031 -0.763 1.101 0.622 0.113
H -1.7166 -1.3033 2.3417 -0.308 -0.316 -0.873 0.108
C -0.7190 -0.1558 0.8793 2.521 1.239 1.819 -0.591
N -0.5120 -0.1342 -0.5931 -0.744 -2.136 1.136 0.071
C 0.6164 -0.3476 1.6664 0.549 -2.275 0.785 -0.076
H 1.0110 -1.3844 1.4728 -0.138 0.778 -0.478 0.088
H -0.6167 1.9936 0.8580 -0.367 0.357 0.175 0.020
H -1.3016 0.4135 -0.8491 0.143 0.961 -1.705 0.116
H -2.5150 -1.2651 0.6845 -0.569 -0.151 0.179 0.081
H 0.4330 -0.5440 2.7616 -0.106 1.077 -0.931 0.112
N 1.6216 0.8160 -0.4127 -1.272 9.115 3.095 0.085
C 1.4745 -1.1830 -1.6194 -0.886 -0.868 0.862 0.068
H 2.0442 -1.0014 -2.5007 1.047 0.409 -0.143 0.091
H 1.9658 -1.5297 -0.6983 0.481 0.679 -0.585 0.102
N 1.0129 2.1033 -0.0723 3.865 -6.413 -2.446 0.169
H -0.1058 0.6016 -3.3460 0.799 0.071 2.564 0.175
C 0.4060 1.0378 -2.3679 0.893 -3.690 -4.616 0.012
C -1.2822 1.2646 1.3033 -0.627 -1.839 1.233 -0.024
H -1.2291 1.3526 2.4651 -0.531 -0.058 -2.177 0.130

***

Record 8
37
Properties=species:S:1:pos:R:3:forces:R:3:lowdin_charge:R:1 method="wB97M-V/def2-TZVPD" charge=-1 orbital_gap_ev=5.65 e_homo_ha=-0.1163
H -12.6410 13.8958 -20.5821 0.362 0.580 -0.473 0.075
C -17.2789 22.0983 -19.0917 0.811 0.616 1.487 -0.240
H -16.5630 14.3062 -29.5056 0.194 0.013 0.033 0.050
O -15.0877 22.4913 -20.6638 0.175 0.121 0.914 -0.561
C -16.3689 15.3781 -29.4694 -0.154 0.079 1.042 -0.291
C -21.4865 14.2909 -21.9421 -0.049 0.471 3.088 -0.173
H -22.2100 14.1123 -25.0012 0.186 -0.726 -0.119 0.103
C -13.7163 14.6734 -29.0323 0.060 0.242 -0.395 -0.254
O -14.4576 17.2154 -29.5019 -0.567 -2.217 -0.988 -0.561
C -13.4260 14.1549 -21.2926 -1.746 -0.759 -0.199 -0.190
H -13.7176 14.9283 -27.9725 -0.419 0.227 -0.085 0.060
H -17.9170 22.4012 -19.9219 0.696 -0.277 -0.350 0.062
H -15.9328 19.7535 -19.5906 -0.289 0.795 -1.286 0.054
H -21.0552 14.9457 -21.1993 0.113 -0.294 0.224 0.105
H -17.1981 15.9128 -29.9327 0.433 0.145 -0.320 0.054
N -21.2049 14.5792 -23.2207 -1.237 -0.080 0.308 0.024
H -14.2681 19.9813 -19.4369 0.317 0.358 0.796 0.053
C -22.7023 12.9370 -23.1117 -0.690 0.293 -2.579 -0.151
F -16.8344 18.5842 -24.4338 -0.117 -0.212 0.094 -0.992
H -14.0195 15.2984 -22.6815 0.031 0.373 -0.274 0.085
S -14.7551 15.8163 -30.0684 1.472 1.593 0.548 0.805
H -13.9073 13.6094 -29.1722 -0.405 0.076 -0.142 0.042
H -17.5500 21.1400 -18.6487 -0.148 0.061 -0.311 0.030
H -14.3302 14.4130 -20.7414 0.174 0.706 0.612 0.070
H -12.7053 14.8480 -29.4002 -0.020 0.154 -0.050 0.034
H -20.5774 15.3247 -23.4865 -0.273 -0.108 -0.215 0.165
C -22.0743 13.8399 -23.9650 0.561 -0.661 -0.664 -0.144
O -13.1564 15.0980 -22.3121 0.544 -0.237 0.637 -0.107
H -13.8180 13.2359 -21.7284 0.623 -0.604 -0.326 0.064
H -23.2315 12.0969 -23.5365 -0.575 0.162 0.345 0.084
H -16.2617 15.7526 -28.4513 -0.562 -0.265 0.332 0.060
S -15.4082 22.1815 -19.2378 -1.060 -1.415 -1.876 0.831
H -23.0716 12.9236 -20.9824 0.781 0.121 0.409 0.088
C -15.2113 20.3602 -19.0434 -1.037 -0.757 -0.482 -0.285
H -17.3704 22.8511 -18.3088 -0.668 0.060 0.117 0.014
H -15.6191 19.9865 -18.1041 1.235 0.490 0.962 0.041
C -22.4562 13.2919 -21.7899 1.250 0.876 -0.813 -0.102